36
Properties=species:S:1:pos:R:3:nbo_charge:R:1 method="wB97M-V/def2-TZVPD" total_energy_ha=-3994.28133 lumo_ev=4.66 total_charge=-2
C -2.5961 -1.4476 -1.6898 -0.63
C -1.9028 -1.6749 -2.9750 -0.30
C -1.5012 -0.4323 -3.4681 -0.26
H -1.7339 -2.6592 -3.4178 0.20
C -1.9539 0.5954 -2.5630 -0.25
C -2.6123 0.0079 -1.4917 -0.27
H -3.1205 0.4957 -0.6549 0.20
H -3.3515 -2.1175 -1.2827 0.22
H -0.9577 -0.2486 -4.3932 0.22
H -1.8215 1.6641 -2.7460 0.20
Hg -1.0129 -2.3200 -0.4136 1.33
Cl 0.8153 -3.7499 -0.1280 -0.73
C 2.5981 -0.3059 -1.4243 -0.36
C 2.1830 0.9181 -2.0311 -0.35
C 1.7878 0.6296 -3.3715 -0.38
H 2.1582 1.8920 -1.5527 0.17
C 1.9762 -0.7673 -3.6030 -0.39
C 2.4714 -1.3444 -2.4001 -0.37
H 2.6742 -2.3984 -2.2276 0.18
H 2.9306 -0.4282 -0.3950 0.18
H 1.4068 1.3524 -4.0921 0.16
H 1.7257 -1.3045 -4.5184 0.16
Br 2.0095 2.1884 1.7307 0.12
C 0.8911 1.5720 3.1059 -0.07
C 1.1327 2.0134 4.4169 -0.26
C 0.3363 1.5617 5.4728 -0.23
C -0.7788 0.7575 5.2065 -0.25
C -1.0645 0.3926 3.8885 -0.16
C -0.1960 0.7077 2.8225 -0.16
C -0.4564 0.0768 1.4546 0.74
O -1.2133 -0.9803 1.5415 -0.87
O 0.0328 0.5635 0.4158 -0.64
H 1.9532 2.7009 4.6111 0.21
H 0.5839 1.8510 6.4901 0.19
H -1.4231 0.4108 6.0206 0.20
H -1.9705 -0.1721 3.6622 0.24

38
Properties=species:S:1:pos:R:3:nbo_charge:R:1 method="wB97M-V/def2-TZVPD" spin_multiplicity=5 total_energy_ha=-3642.61059 lumo_ev="-10.82 / -15.01" s_squared=6.0379 total_charge=+3
Pt 0.2690 -0.3801 -0.2711 1.08
O -3.8957 0.0828 -0.5961 -0.38
C -2.7635 -0.2573 -0.7856 0.58
N -1.6498 0.5239 -0.4559 -0.28
C -1.7562 1.9359 -0.4166 -0.35
C -0.4008 2.5743 -0.4761 0.20
C -0.2442 3.9510 -0.4849 -0.20
C 1.0265 4.4838 -0.6470 -0.08
C 2.1100 3.6306 -0.8092 -0.21
C 1.8890 2.2661 -0.7580 0.04
N 0.6625 1.7596 -0.5864 -0.50
C -2.3531 -1.5259 -1.4772 0.06
C -3.3140 -2.4054 -1.9509 -0.15
C -2.8740 -3.5178 -2.6586 -0.10
C -1.5226 -3.6859 -2.9102 -0.18
C -0.6208 -2.7585 -2.3936 0.03
N -1.0464 -1.7195 -1.6817 -0.48
H -2.3292 2.2556 0.4719 0.31
H -2.3807 2.2914 -1.2502 0.30
H -1.1111 4.5923 -0.3904 0.27
H 1.1668 5.5569 -0.6557 0.27
H 3.1091 4.0065 -0.9777 0.27
H 2.7097 1.5681 -0.8645 0.23
H -4.3600 -2.1977 -1.7709 0.28
H -3.5938 -4.2471 -3.0077 0.27
H -1.1502 -4.5073 -3.5066 0.27
H 0.4434 -2.8594 -2.5705 0.23
Br 1.0247 -2.8548 0.6450 0.42
C 1.6462 -1.7731 2.0489 0.23
C 2.2763 -2.3021 3.2011 -0.09
C 2.7468 -1.3960 4.1341 -0.16
C 2.5892 -0.0377 3.8865 -0.01
C 1.9119 0.3899 2.7001 0.20
N 1.4472 -0.4708 1.8161 -0.54
H 2.3953 -3.3718 3.3306 0.30
H 3.2349 -1.7525 5.0333 0.30
H 2.9565 0.7080 4.5831 0.29
H 1.7507 1.4441 2.5025 0.26

36
Properties=species:S:1:pos:R:3:nbo_charge:R:1 method="wB97M-V/def2-TZVPD" total_energy_ha=-1917.22769 lumo_ev=1.73 total_charge=-1
C 2.3954 -2.8711 0.5053 -0.26
C 2.4631 -2.6886 -0.8956 -0.32
C 1.1265 -2.5037 -1.3848 -0.36
H 3.3634 -2.6191 -1.4910 0.22
C 0.2538 -2.4855 -0.2236 -0.42
C 1.0629 -2.6588 0.9249 -0.29
H 0.7362 -2.6864 1.9473 0.23
H 3.2016 -3.1417 1.1784 0.21
H 0.8106 -2.4481 -2.4211 0.25
H -0.8189 -2.5945 -0.2371 0.23
In 0.7033 0.0135 -0.7175 1.62
Cl 2.6920 1.1941 -0.8554 -0.55
C 1.4407 1.8905 -3.6937 -0.35
C 0.2126 1.2614 -4.0553 -0.36
C 0.5248 0.0535 -4.7458 -0.38
H -0.7839 1.6634 -3.8657 0.20
C 1.9456 -0.0649 -4.8117 -0.33
C 2.5125 1.0666 -4.1610 -0.34
H 3.5743 1.2767 -4.0431 0.19
H 1.5443 2.8381 -3.1675 0.20
H -0.1948 -0.6425 -5.1760 0.19
H 2.5047 -0.8623 -5.3001 0.19
Cl -4.6198 2.6921 5.5527 0.01
C -3.5114 1.9452 4.4874 -0.05
C -2.6015 0.9978 4.9798 -0.24
C -1.6114 0.4439 4.1450 -0.15
C -1.5883 0.8257 2.7982 -0.16
C -2.5159 1.7567 2.3190 -0.16
C -3.5049 2.2936 3.1339 -0.24
C -0.5804 0.2721 1.8437 0.78
O 0.3293 -0.4827 2.2201 -0.63
O -0.7636 0.7318 0.6131 -0.85
H -2.6578 0.7573 6.0330 0.22
H -0.8986 -0.2816 4.5425 0.24
H -2.5106 2.0551 1.2739 0.25
H -4.2356 3.0021 2.7477 0.22

42
Properties=species:S:1:pos:R:3:nbo_charge:R:1 method="wB97M-V/def2-TZVPD" total_energy_ha=-2232.88086 lumo_ev=-3.90 total_charge=+1
C -0.6246 2.7076 -1.5281 -0.06
C 0.3163 3.4058 -1.4183 0.05
N 1.4212 4.2665 -1.2443 -0.55
C 1.6257 4.4734 0.2057 0.00
Cl 0.2674 5.1350 1.0278 0.12
C 2.7415 4.1647 0.8055 0.03
C 2.9122 4.3345 2.2836 -0.67
Cl 4.0409 3.5045 -0.1306 0.07
H -1.5899 2.2980 -1.3836 0.27
H 1.2303 5.1635 -1.7056 0.47
H 2.2467 3.8352 -1.6836 0.48
H 2.4699 5.2617 2.6247 0.26
H 3.9661 4.3408 2.5451 0.25
H 2.4272 3.4779 2.7556 0.28
C 1.1141 -2.0888 1.8589 -0.38
C 0.9632 -0.9939 2.6129 0.37
C 1.2952 0.3679 2.0863 0.47
O 1.1242 1.3401 2.8035 -0.57
C 1.8160 0.4729 0.7330 -0.39
C 1.9710 -0.6210 -0.0213 0.34
C 1.6125 -1.9824 0.4950 0.48
O 1.7531 -2.9413 -0.2371 -0.53
O 2.4459 -0.5687 -1.2611 -0.63
O 0.5111 -1.0484 3.8633 -0.63
H 0.8757 -3.0774 2.2243 0.25
H 2.0666 1.4605 0.3774 0.20
H 2.4567 -1.4915 -1.5830 0.51
H 0.4919 -0.1301 4.1872 0.50
C -3.3624 -1.8495 -1.1105 -0.40
C -4.1639 -2.3824 -2.0419 0.34
C -3.9987 -3.8005 -2.5049 0.47
O -4.7693 -4.2293 -3.3389 -0.51
C -2.9157 -4.5877 -1.9313 -0.37
C -2.1125 -4.0530 -1.0030 0.31
C -2.2965 -2.6438 -0.5213 0.48
O -1.5483 -2.2136 0.3408 -0.57
O -1.1094 -4.7364 -0.4581 -0.62
O -5.1481 -1.6959 -2.6084 -0.62
H -3.4751 -0.8311 -0.7668 0.23
H -2.7947 -5.6018 -2.2847 0.25
H -0.6804 -4.1334 0.1753 0.50
H -5.5729 -2.3086 -3.2395 0.51

36
Properties=species:S:1:pos:R:3:nbo_charge:R:1 method="wB97M-V/def2-TZVPD" total_energy_ha=-995.07727 lumo_ev=-0.50 smiles="O=C(Cc1c[nH]c2ccccc12)N/N=C/c1ccc(F)cc1"
O 1.2881 2.3892 0.6075 -0.61
C 0.5981 1.4971 -0.0389 0.67
N -0.5401 1.7462 -0.7332 -0.36
N -1.2393 0.9938 -1.3152 -0.16
C -2.1344 1.5002 -2.0704 -0.04
C -3.1019 0.5697 -2.5195 -0.04
C -4.2559 1.1354 -3.1062 -0.20
C -5.0243 0.0316 -3.9603 -0.20
C -4.7517 -1.3191 -3.8835 0.33
C -3.7600 -1.7418 -3.2369 -0.30
C -2.8913 -1.0870 -2.4390 -0.16
H -1.8967 -1.3972 -2.0041 0.24
H -3.4877 -2.7143 -3.3384 0.23
F -5.7391 -2.1824 -4.4461 -0.34
H -5.8905 0.4266 -4.5100 0.22
H -4.4569 2.0936 -3.1383 0.20
H -2.5125 2.6237 -1.9915 0.17
H -0.6367 2.9307 -0.6175 0.35
C 0.9455 -0.1152 0.0209 -0.50
C 1.4160 -0.4082 1.5742 -0.09
C 0.8238 -1.0546 2.3806 -0.02
N 1.4743 -1.2690 3.7506 -0.52
C 2.6959 -0.8281 3.3974 0.13
C 3.7980 -0.6959 4.3244 -0.15
C 5.1253 -0.3750 3.5239 -0.21
C 4.9842 0.3813 2.3045 -0.25
C 3.9718 0.5552 1.4707 -0.09
C 2.7336 -0.3647 2.0136 -0.07
H 3.9786 0.8929 0.6655 0.15
H 5.9028 0.9201 2.0274 0.20
H 5.8971 -0.2118 4.2506 0.20
H 3.9363 -1.1463 5.0632 0.15
H 1.1340 -1.7117 4.3900 0.37
H -0.2382 -1.2384 2.3434 0.19
H 1.8322 -0.1116 -0.6284 0.25
H 0.0216 -0.7149 -0.1311 0.25

41
Properties=species:S:1:pos:R:3:nbo_charge:R:1 method="wB97M-V/def2-TZVPD" spin_multiplicity=3 total_energy_ha=-1903.16448 lumo_ev="-11.51 / -11.59" s_squared=2.0347 total_charge=+3
Mo 0.7211 -0.3673 0.4396 1.41
N -1.1267 1.8894 3.6345 -0.73
C -0.3093 1.4967 2.6826 0.37
S 0.1518 -0.2984 2.6603 0.11
N 0.1981 2.2609 1.7814 -0.36
N 0.9934 1.6301 0.8885 -0.30
C 2.0295 2.2576 0.4334 0.17
C 2.9458 1.4488 -0.3427 0.14
C 4.1502 1.9133 -0.8322 -0.15
C 5.0017 1.0257 -1.4882 -0.05
C 4.5990 -0.2914 -1.6571 -0.20
C 3.3797 -0.6942 -1.1432 0.12
N 2.5657 0.1423 -0.4747 -0.55
H -1.3748 1.2977 4.4115 0.44
H -1.4169 2.8578 3.6747 0.45
H 2.2155 3.2945 0.6914 0.27
H 4.4149 2.9526 -0.6868 0.28
H 5.9607 1.3606 -1.8624 0.28
H 5.2184 -1.0046 -2.1832 0.28
H 3.0257 -1.7064 -1.2864 0.22
N -2.8999 -1.8435 -0.5768 -0.43
C -3.3380 -0.5170 -0.6201 0.16
C -4.6009 0.0464 -0.7259 -0.21
C -4.6579 1.4272 -0.7372 -0.15
C -3.5047 2.2206 -0.6680 -0.15
C -2.2455 1.6579 -0.5645 -0.21
C -2.1846 0.2720 -0.5186 0.08
N -1.0883 -0.6012 -0.4193 -0.53
C -1.5849 -1.8663 -0.4678 0.45
C -0.6388 -2.9490 -0.2953 0.04
C -0.7136 -4.2945 -0.4608 -0.35
S 0.7783 -5.0270 -0.0594 0.70
C 1.4317 -3.5072 0.3056 -0.11
N 0.6024 -2.4971 0.1323 -0.54
H -3.5105 -2.6492 -0.6266 0.47
H -5.4965 -0.5553 -0.8084 0.26
H -5.6212 1.9121 -0.8206 0.26
H -3.6058 3.2963 -0.7160 0.26
H -1.3499 2.2640 -0.5616 0.23
H -1.5556 -4.8761 -0.8069 0.30
H 2.4404 -3.3787 0.6749 0.27

Copy entry 1 word for word.
36
Properties=species:S:1:pos:R:3:nbo_charge:R:1 method="wB97M-V/def2-TZVPD" total_energy_ha=-3994.28133 lumo_ev=4.66 total_charge=-2
C -2.5961 -1.4476 -1.6898 -0.63
C -1.9028 -1.6749 -2.9750 -0.30
C -1.5012 -0.4323 -3.4681 -0.26
H -1.7339 -2.6592 -3.4178 0.20
C -1.9539 0.5954 -2.5630 -0.25
C -2.6123 0.0079 -1.4917 -0.27
H -3.1205 0.4957 -0.6549 0.20
H -3.3515 -2.1175 -1.2827 0.22
H -0.9577 -0.2486 -4.3932 0.22
H -1.8215 1.6641 -2.7460 0.20
Hg -1.0129 -2.3200 -0.4136 1.33
Cl 0.8153 -3.7499 -0.1280 -0.73
C 2.5981 -0.3059 -1.4243 -0.36
C 2.1830 0.9181 -2.0311 -0.35
C 1.7878 0.6296 -3.3715 -0.38
H 2.1582 1.8920 -1.5527 0.17
C 1.9762 -0.7673 -3.6030 -0.39
C 2.4714 -1.3444 -2.4001 -0.37
H 2.6742 -2.3984 -2.2276 0.18
H 2.9306 -0.4282 -0.3950 0.18
H 1.4068 1.3524 -4.0921 0.16
H 1.7257 -1.3045 -4.5184 0.16
Br 2.0095 2.1884 1.7307 0.12
C 0.8911 1.5720 3.1059 -0.07
C 1.1327 2.0134 4.4169 -0.26
C 0.3363 1.5617 5.4728 -0.23
C -0.7788 0.7575 5.2065 -0.25
C -1.0645 0.3926 3.8885 -0.16
C -0.1960 0.7077 2.8225 -0.16
C -0.4564 0.0768 1.4546 0.74
O -1.2133 -0.9803 1.5415 -0.87
O 0.0328 0.5635 0.4158 -0.64
H 1.9532 2.7009 4.6111 0.21
H 0.5839 1.8510 6.4901 0.19
H -1.4231 0.4108 6.0206 0.20
H -1.9705 -0.1721 3.6622 0.24

What did the first record say?
36
Properties=species:S:1:pos:R:3:nbo_charge:R:1 method="wB97M-V/def2-TZVPD" total_energy_ha=-3994.28133 lumo_ev=4.66 total_charge=-2
C -2.5961 -1.4476 -1.6898 -0.63
C -1.9028 -1.6749 -2.9750 -0.30
C -1.5012 -0.4323 -3.4681 -0.26
H -1.7339 -2.6592 -3.4178 0.20
C -1.9539 0.5954 -2.5630 -0.25
C -2.6123 0.0079 -1.4917 -0.27
H -3.1205 0.4957 -0.6549 0.20
H -3.3515 -2.1175 -1.2827 0.22
H -0.9577 -0.2486 -4.3932 0.22
H -1.8215 1.6641 -2.7460 0.20
Hg -1.0129 -2.3200 -0.4136 1.33
Cl 0.8153 -3.7499 -0.1280 -0.73
C 2.5981 -0.3059 -1.4243 -0.36
C 2.1830 0.9181 -2.0311 -0.35
C 1.7878 0.6296 -3.3715 -0.38
H 2.1582 1.8920 -1.5527 0.17
C 1.9762 -0.7673 -3.6030 -0.39
C 2.4714 -1.3444 -2.4001 -0.37
H 2.6742 -2.3984 -2.2276 0.18
H 2.9306 -0.4282 -0.3950 0.18
H 1.4068 1.3524 -4.0921 0.16
H 1.7257 -1.3045 -4.5184 0.16
Br 2.0095 2.1884 1.7307 0.12
C 0.8911 1.5720 3.1059 -0.07
C 1.1327 2.0134 4.4169 -0.26
C 0.3363 1.5617 5.4728 -0.23
C -0.7788 0.7575 5.2065 -0.25
C -1.0645 0.3926 3.8885 -0.16
C -0.1960 0.7077 2.8225 -0.16
C -0.4564 0.0768 1.4546 0.74
O -1.2133 -0.9803 1.5415 -0.87
O 0.0328 0.5635 0.4158 -0.64
H 1.9532 2.7009 4.6111 0.21
H 0.5839 1.8510 6.4901 0.19
H -1.4231 0.4108 6.0206 0.20
H -1.9705 -0.1721 3.6622 0.24